1.
{
  "formula": "C25H32Br2N2NiO4S5",
  "method": "the ωB97M-V functional and the def2-TZVPD basis",
  "largest_force_ev_per_a": 0.86,
  "e_tot_ev": -272920.4718,
  "e_lumo_ev": [-0.186, -0.190],
  "species": ["Ni", "O", "C", "C", "C", "N", "C", "Br", "C", "H", "H", "H", "H", "C", "C", "C", "C", "C", "C", "C", "Br", "C", "O", "C", "C", "C", "C", "C", "C", "H", "H", "H", "H", "H", "H", "H", "H", "H", "H", "H", "H", "H", "H", "H", "H", "H", "H", "H", "H", "N", "C", "C", "O", "O", "H", "H", "H", "H", "H", "C", "S", "C", "C", "S", "S", "C", "S", "S", "H", "H", "H"],
  "positions_angstrom": [[-1.060018, -0.010942, 1.717050], [1.843541, -4.115379, 5.035924], [1.133334, -3.175844, 4.383924], [1.272200, -1.812250, 4.626255], [0.489312, -0.942504, 3.905173], [-0.392979, -1.349755, 2.983394], [-0.512446, -2.655403, 2.765399], [-1.822756, -3.203783, 1.535931], [0.216264, -3.611390, 3.437297], [2.438770, -3.701034, 5.670515], [1.975334, -1.434851, 5.356684], [0.551943, 0.125816, 4.058242], [0.074654, -4.663812, 3.246945], [-0.993765, 0.039582, -5.659529], [0.114634, 0.808475, -4.928751], [1.440960, 0.523830, -5.634171], [-0.167924, 2.313478, -5.023692], [0.142620, 0.383978, -3.461272], [-0.975293, 0.590772, -2.658619], [-0.923522, 0.195354, -1.343764], [-2.431092, 0.500895, -0.201053], [0.165055, -0.423459, -0.717380], [0.110198, -0.783286, 0.551648], [1.301419, -0.631313, -1.524793], [1.241572, -0.214994, -2.856543], [2.631676, -1.254584, -1.055068], [3.727186, -0.181644, -1.144696], [2.992452, -2.420614, -1.989825], [2.651975, -1.806137, 0.376432], [-1.005865, 0.303500, -6.719670], [-1.977486, 0.267767, -5.245785], [-0.835783, -1.036985, -5.574629], [1.380634, 0.861562, -6.670291], [1.671055, -0.543231, -5.643940], [2.272036, 1.050268, -5.160300], [-0.134713, 2.642604, -6.064803], [0.576233, 2.881111, -4.461132], [-1.153782, 2.561553, -4.626761], [-1.875067, 1.051827, -3.046175], [2.127411, -0.370683, -3.456280], [3.786672, 0.257737, -2.141925], [4.700243, -0.619725, -0.908648], [3.533922, 0.618181, -0.426221], [3.167566, -2.093667, -3.015702], [2.191720, -3.162636, -2.004410], [3.904070, -2.908251, -1.637882], [2.501352, -1.023619, 1.116843], [3.634872, -2.257377, 0.543694], [1.891598, -2.570915, 0.529942], [0.114670, 4.528711, 0.745849], [1.330075, 4.121878, 1.441459], [1.333399, 2.626142, 1.702119], [2.290735, 2.006394, 2.063192], [0.136917, 2.042912, 1.503549], [-0.132728, 5.489262, 0.935434], [-0.492969, 2.759457, 1.267043], [0.206173, 4.420033, -0.256531], [1.358380, 4.595811, 2.423977], [2.264009, 4.369211, 0.933834], [-5.562004, 2.056933, 2.562006], [-5.307965, 0.510568, 1.663213], [-4.634230, -0.486375, 2.940935], [-3.459844, -0.309002, 3.561365], [-2.285752, 0.976792, 3.308998], [-3.095342, -1.506407, 4.784158], [-4.484266, -2.518538, 4.590810], [-4.743138, -3.892765, 5.444980], [-5.566742, -1.892864, 3.397341], [-5.980277, 2.754742, 1.838002], [-4.612103, 2.435336, 2.934806], [-6.268988, 1.913548, 3.375877]],
  "forces_ev_per_angstrom": [[-0.4, -0.5, 0.6], [0.0, 0.0, 0.0], [0.0, -0.1, 0.0], [0.0, 0.0, 0.0], [0.0, 0.0, 0.0], [0.3, 0.3, -0.1], [-0.2, 0.0, 0.0], [0.0, 0.0, 0.0], [0.0, 0.0, 0.0], [0.0, 0.0, 0.0], [0.0, 0.0, 0.0], [0.0, 0.0, 0.0], [0.0, 0.0, 0.0], [0.0, 0.0, 0.0], [0.0, 0.0, 0.0], [0.0, 0.0, 0.0], [0.0, 0.0, 0.0], [0.0, 0.0, 0.0], [0.0, 0.0, 0.0], [-0.1, 0.1, 0.0], [0.0, 0.2, -0.1], [0.1, -0.1, 0.2], [0.3, 0.0, -0.4], [0.1, 0.0, -0.1], [0.0, 0.0, 0.0], [0.0, 0.0, 0.0], [0.0, 0.0, 0.0], [0.0, 0.0, 0.0], [0.0, 0.0, 0.0], [0.0, 0.0, 0.0], [0.0, 0.0, 0.0], [0.0, 0.0, 0.0], [0.0, 0.0, 0.0], [0.0, 0.0, 0.0], [0.0, 0.0, 0.0], [0.0, 0.0, 0.0], [0.0, 0.0, 0.0], [0.0, 0.0, 0.0], [0.0, 0.0, 0.0], [0.0, 0.0, 0.0], [0.0, 0.0, 0.0], [0.0, 0.0, 0.0], [0.0, 0.0, 0.0], [0.0, 0.0, 0.0], [0.0, 0.0, 0.0], [0.0, 0.0, 0.0], [0.0, 0.0, 0.0], [0.0, 0.0, 0.0], [0.0, 0.0, 0.0], [0.0, 0.0, 0.0], [0.0, 0.1, 0.0], [-0.1, -0.2, -0.1], [0.0, 0.0, 0.0], [-0.1, 0.2, 0.1], [0.0, 0.0, 0.0], [0.1, 0.1, -0.1], [0.0, 0.0, 0.0], [0.0, 0.0, 0.0], [0.0, 0.0, 0.0], [0.0, 0.0, 0.0], [0.0, 0.1, 0.0], [-0.2, -0.1, -0.2], [0.3, 0.1, 0.2], [-0.1, -0.1, -0.2], [0.1, 0.0, 0.1], [0.0, 0.0, 0.0], [0.0, 0.0, 0.0], [0.0, 0.0, 0.0], [0.0, 0.0, 0.0], [0.0, 0.0, 0.0], [0.0, 0.0, 0.0]]
}


2.
{
  "formula": "C25H32Br3Cl3F8N2O10S2",
  "method": "the ωB97M-V functional and the def2-TZVPD basis",
  "largest_force_ev_per_a": 8.48,
  "e_tot_ev": -340996.5186,
  "smiles": "CC[C@@H](Br)[C@@]1(CC(=O)Cl)[C@](CC[C@](F)(Br)C(F)(F)Br)(OC[C@@H](C)O)[C@H](N=C=O)[C@]([C@H](Cl)[C@H](C)Cl)(S(=O)(=O)C(F)(F)C(F)(F)F)OS1(=O)=O.CN(C)C=O",
  "e_lumo_ev": -0.884,
  "species": ["C", "C", "C", "Br", "C", "C", "C", "O", "Cl", "C", "C", "C", "C", "F", "Br", "C", "F", "F", "Br", "O", "C", "C", "C", "O", "C", "N", "C", "O", "C", "C", "Cl", "C", "C", "Cl", "S", "O", "O", "C", "F", "F", "C", "F", "F", "F", "O", "S", "O", "O", "H", "H", "H", "H", "H", "H", "H", "H", "H", "H", "H", "H", "H", "H", "H", "H", "H", "H", "H", "H", "H", "H", "H", "H", "H", "C", "O", "N", "C", "C", "H", "H", "H", "H", "H", "H", "H"],
  "positions_angstrom": [[5.380270, -2.054514, 1.783140], [4.160484, -1.640693, 0.823535], [2.721191, -2.045496, 1.346784], [2.872359, -2.177582, 3.354610], [1.493654, -1.141509, 0.946932], [1.417988, 0.224777, 1.727356], [2.737071, 1.081820, 1.834706], [3.655692, 0.906655, 2.572427], [2.862778, 2.562236, 0.736755], [1.258375, -0.978446, -0.668655], [1.342571, -2.365187, -1.382751], [1.362241, -2.393006, -2.970350], [2.393043, -3.461835, -3.574819], [3.671787, -3.402918, -3.013011], [2.624866, -2.895122, -5.487465], [1.773917, -4.935063, -3.647347], [1.147492, -5.304536, -2.471341], [0.800625, -4.896812, -4.668304], [3.143849, -6.207870, -4.266485], [2.187006, 0.038317, -0.981286], [3.276312, -0.125644, -1.844960], [3.175407, 0.731558, -3.210082], [3.542014, 2.259318, -2.990001], [4.234855, 0.181364, -4.054608], [-0.194321, -0.289237, -1.020427], [0.000897, 1.207041, -1.164640], [-0.046942, 1.545528, -2.367251], [-0.093309, 1.783334, -3.503937], [-1.476829, -0.716691, -0.236788], [-2.677184, -1.309337, -1.163520], [-2.086174, -2.690181, -2.234429], [-3.564840, -0.276965, -1.936101], [-4.874789, -1.123355, -2.385448], [-2.879626, 0.270906, -3.554356], [-2.303524, 0.544821, 0.869755], [-3.639700, -0.024577, 1.187700], [-1.688063, 0.663169, 2.213686], [-2.594710, 2.264800, 0.295362], [-3.912486, 2.599999, 0.672687], [-2.549440, 2.560360, -1.051228], [-1.735409, 3.409065, 1.047182], [-2.125374, 4.600330, 0.421457], [-0.388816, 3.305451, 0.866881], [-2.106024, 3.556451, 2.363495], [-1.372336, -1.869562, 0.626326], [-0.019002, -2.120108, 1.500982], [-0.326725, -1.924739, 2.929980], [0.219743, -3.583329, 1.402138], [5.334879, -3.125842, 2.114915], [6.299746, -1.979407, 1.110763], [5.553125, -1.312801, 2.609486], [4.336590, -0.569799, 0.555533], [4.351488, -2.238523, -0.129812], [2.622224, -3.132924, 1.038192], [1.070051, 0.127218, 2.806799], [0.657865, 0.933632, 1.267246], [0.437662, -3.001084, -1.108000], [2.221260, -3.017155, -1.070890], [1.617391, -1.420581, -3.471880], [0.374097, -2.708898, -3.438527], [4.201300, 0.321543, -1.341590], [3.604616, -1.153612, -2.166448], [2.220790, 0.546958, -3.773827], [4.186184, 2.345416, -2.066197], [2.658407, 2.954366, -2.999061], [4.218760, 2.545975, -3.857633], [4.947514, -0.179082, -3.488194], [-0.373696, -0.588613, -2.107823], [-3.408737, -1.880947, -0.509469], [-4.015438, 0.556560, -1.336651], [-5.280839, -1.740753, -1.528730], [-5.718722, -0.429162, -2.688323], [-4.587191, -1.732921, -3.284623], [-5.704789, 3.888774, 6.490587], [-6.115989, 2.932903, 7.118095], [-4.942344, 3.821223, 5.368994], [-4.488615, 5.008411, 4.673289], [-4.570319, 2.516475, 4.851029], [-5.929513, 4.924184, 6.797788], [-4.872459, 4.991157, 3.649981], [-3.395908, 5.014332, 4.652361], [-4.841356, 5.911546, 5.171848], [-5.474957, 1.951111, 4.617580], [-4.007606, 1.974014, 5.613491], [-3.962498, 2.621764, 3.953117]],
  "forces_ev_per_angstrom": [[0.5, 0.4, -1.4], [1.1, -0.5, -0.3], [1.1, -0.8, 0.3], [-0.6, 0.0, -0.7], [-0.9, 0.1, -0.7], [-0.5, 1.8, 0.1], [0.8, -0.4, 0.2], [-1.3, 0.0, -0.7], [-0.4, -0.8, 0.4], [0.0, 0.2, 1.3], [-0.1, -1.5, -0.8], [0.2, -0.4, -0.7], [-0.5, 1.1, -0.6], [-1.8, -0.5, -0.2], [0.2, -0.2, 0.8], [-0.4, 0.3, -0.9], [1.1, 0.6, -1.8], [1.0, -0.3, 2.2], [-0.8, 0.4, 0.8], [0.0, -1.0, -0.3], [1.8, 1.1, -1.8], [1.3, -0.2, 0.6], [0.3, -0.4, -0.6], [-0.4, -0.2, 0.7], [1.0, 0.1, -2.0], [-1.1, -0.3, -1.0], [-0.1, -0.7, 0.9], [0.3, 0.4, 1.1], [-0.9, -1.8, -1.4], [-0.6, 0.4, 0.2], [-0.1, 1.3, 0.6], [-2.2, -1.9, -1.2], [-0.1, 0.6, 0.0], [0.0, 0.2, 1.4], [-3.2, -2.4, 6.6], [1.6, 0.9, -2.8], [1.2, 0.9, -3.3], [-1.6, 3.8, -0.8], [2.2, -1.2, -0.4], [0.3, -1.1, 1.6], [-0.2, 1.9, -0.2], [0.7, -2.0, 1.0], [-2.1, -0.2, 0.8], [1.1, -0.7, -2.2], [1.5, 2.0, -0.7], [0.2, -5.6, 6.4], [0.2, 1.9, -2.8], [0.0, 2.7, -2.2], [-0.1, 1.2, -0.1], [-1.1, -0.1, 0.8], [-0.5, -1.0, -0.7], [-0.6, -0.9, 0.4], [-0.5, 0.8, 1.0], [-0.5, 1.5, 0.5], [0.5, -0.5, -1.4], [0.9, -1.1, 0.3], [1.1, 1.0, 0.0], [-0.9, 1.3, 0.0], [-0.2, -0.9, 0.8], [1.1, 0.5, 0.8], [-1.2, -0.6, -0.4], [-1.0, 0.6, 0.7], [0.8, 0.4, 0.6], [-1.0, 0.2, -0.8], [0.9, -0.7, 0.4], [-1.0, -0.3, 1.0], [-0.5, 0.4, -0.4], [0.0, -0.5, 1.6], [1.3, 1.1, -0.3], [1.2, -0.6, -0.5], [0.6, 0.5, -1.0], [1.2, -0.6, 0.3], [-0.5, 0.3, 1.1], [0.1, 0.0, -0.2], [0.1, 0.0, -0.2], [-0.2, 0.3, 0.3], [0.0, -0.3, 0.0], [-0.2, -0.1, 0.2], [0.0, 0.1, -0.1], [0.1, 0.2, 0.0], [0.0, 0.2, -0.1], [0.0, -0.1, 0.0], [0.1, -0.1, 0.0], [0.0, -0.1, -0.1], [-0.1, 0.1, 0.1]]
}


3.
{
  "formula": "C25H32ClN3O3PSSn",
  "method": "the ωB97M-V functional and the def2-TZVPD basis",
  "largest_force_ev_per_a": 0.36,
  "e_tot_ev": -75511.1334,
  "charge": 3,
  "relative_energy_kj_mol": 0.0,
  "e_lumo_ev": -8.062,
  "species": ["Sn", "N", "C", "C", "C", "N", "C", "C", "N", "C", "H", "H", "H", "H", "H", "H", "H", "H", "H", "H", "H", "H", "H", "H", "H", "H", "O", "S", "O", "O", "C", "C", "C", "C", "C", "C", "P", "C", "C", "C", "C", "C", "C", "C", "C", "C", "C", "C", "C", "H", "H", "H", "H", "H", "H", "H", "H", "H", "H", "H", "H", "H", "H", "Cl", "C", "H", "H"],
  "positions_angstrom": [[-0.243979, -1.372724, -1.031396], [-5.528130, -3.028053, 0.439562], [-4.305484, -2.745221, -0.433942], [-3.835968, -1.298444, -0.298545], [-3.000393, -0.979764, 0.963361], [-1.710903, -0.330434, 0.572537], [-2.721255, -2.214612, 1.820612], [-2.274185, -3.444800, 1.037860], [-0.878868, -3.232794, 0.576171], [-3.189273, -3.754085, -0.171682], [-6.299456, -2.394945, 0.206650], [-5.342671, -2.932276, 1.440081], [-5.868272, -3.982296, 0.283302], [-4.688138, -2.894886, -1.442983], [-4.675793, -0.607314, -0.394088], [-3.227260, -1.124073, -1.190389], [-3.552516, -0.266982, 1.578705], [-1.185538, -0.102029, 1.417996], [-1.910332, 0.584034, 0.166506], [-3.609013, -2.457326, 2.411438], [-1.971991, -1.970732, 2.579028], [-2.294914, -4.299639, 1.716447], [-0.560530, -4.063978, 0.077599], [-0.264399, -3.175606, 1.385975], [-3.598628, -4.763499, -0.096233], [-2.587586, -3.763162, -1.083746], [3.476281, -2.559160, 1.486110], [2.623538, -1.591248, 0.907542], [1.865083, -0.765884, 2.024966], [1.515253, -2.133790, 0.092938], [3.512223, -0.411372, -0.033894], [4.884002, -0.617825, -0.057627], [5.689160, 0.253264, -0.781166], [5.117352, 1.311116, -1.462239], [3.738893, 1.508666, -1.432718], [2.904005, 0.661726, -0.716347], [1.112733, 1.010552, -0.740065], [0.761100, 2.183642, 0.588326], [1.716011, 2.505738, 1.547661], [1.402961, 3.395159, 2.566232], [0.142510, 3.971961, 2.629611], [-0.808402, 3.673402, 1.660366], [-0.501736, 2.783649, 0.642991], [0.798079, 1.847453, -2.304745], [0.614102, 3.226526, -2.397570], [0.426398, 3.810922, -3.642030], [0.430900, 3.030169, -4.789821], [0.628058, 1.657050, -4.703568], [0.807134, 1.065122, -3.464730], [5.317698, -1.449337, 0.480285], [6.758216, 0.093787, -0.808195], [5.738991, 1.993565, -2.026098], [3.311102, 2.337421, -1.982263], [2.710347, 2.084482, 1.499634], [2.154677, 3.649413, 3.301555], [-0.092746, 4.674481, 3.417684], [-1.776317, 4.156313, 1.681245], [-1.225710, 2.623314, -0.151747], [0.634864, 3.848402, -1.512452], [0.289651, 4.881272, -3.715120], [0.289831, 3.492968, -5.757222], [0.648643, 1.052669, -5.600164], [0.992625, -0.004069, -3.413079], [3.805202, 0.343228, 3.452716], [2.454194, -0.770407, 3.364027], [2.802521, -1.769355, 3.600105], [1.656051, -0.439343, 4.018040]],
  "forces_ev_per_angstrom": [[-0.1, 0.1, 0.0], [0.0, 0.0, 0.0], [0.1, 0.0, 0.0], [0.0, 0.0, 0.0], [0.0, -0.1, 0.1], [0.0, 0.0, 0.0], [0.0, 0.0, 0.0], [0.0, 0.0, 0.0], [-0.2, -0.1, 0.0], [0.0, 0.0, 0.0], [0.0, 0.0, 0.0], [0.0, 0.0, 0.0], [0.0, 0.0, 0.0], [0.0, 0.0, 0.0], [0.0, 0.0, 0.0], [0.0, 0.0, 0.0], [0.0, 0.0, 0.0], [0.0, 0.0, 0.0], [0.0, 0.0, 0.0], [0.0, 0.0, 0.0], [0.0, 0.0, 0.0], [0.0, 0.0, 0.0], [0.0, 0.0, 0.0], [0.0, 0.0, 0.0], [0.0, 0.0, 0.0], [0.0, 0.0, 0.0], [0.0, 0.0, 0.0], [0.1, 0.0, -0.2], [-0.2, -0.3, 0.1], [0.1, 0.3, 0.1], [0.0, 0.0, 0.0], [0.0, 0.0, 0.0], [0.0, 0.0, 0.0], [0.0, 0.0, 0.0], [0.0, 0.0, 0.0], [0.0, -0.1, 0.1], [0.1, 0.0, 0.0], [0.0, 0.0, 0.0], [0.0, 0.0, 0.0], [0.0, 0.0, 0.0], [0.0, 0.0, 0.0], [0.0, 0.0, 0.0], [-0.1, 0.0, 0.0], [0.0, -0.1, 0.0], [0.0, 0.0, 0.0], [0.0, 0.0, 0.0], [0.0, 0.0, 0.0], [0.0, 0.0, 0.0], [0.0, 0.0, 0.0], [0.0, 0.0, 0.0], [0.0, 0.0, 0.0], [0.0, 0.0, 0.0], [0.0, 0.0, 0.0], [0.0, 0.0, 0.0], [0.0, 0.0, 0.0], [0.0, 0.0, 0.0], [0.0, 0.0, 0.0], [0.0, 0.0, 0.0], [0.0, 0.0, 0.0], [0.0, 0.0, 0.0], [0.0, 0.0, 0.0], [0.0, 0.0, 0.0], [0.0, 0.0, 0.0], [0.0, 0.0, 0.1], [0.1, 0.2, -0.1], [0.0, 0.0, 0.0], [0.0, 0.0, 0.0]]
}